C45H30Br3IrN10O2S2 as an isolated structure in a non-equilibrium geometry. Source: the Open Molecules 2025 dataset; level of theory: wB97M-V/def2-TZVPD.

The relative energy (zero: lowest compared OMol25 entry of this formula, charge and spin) comes out at 52.29 kJ/mol. The calculation puts the HOMO-LUMO gap (alpha / beta) at 5.75 / 6.03 eV. For the HOMO energy (alpha / beta), the calculation gives -9.90 / -10.13 eV.

```
! RIJCOSX wB97M-V def2-TZVPD def2/J DEFGRID3
* xyz 1 2
Ir -1.00 -0.60 -0.56
Br -5.96 -1.69 -0.96
C -4.95 -1.36 0.60
C -5.59 -1.30 1.85
C -4.86 -1.10 2.99
Br -5.75 -1.04 4.66
C -3.45 -0.98 2.93
C -2.60 -0.79 4.04
C -1.24 -0.77 3.85
C -0.72 -0.93 2.56
N -1.50 -1.05 1.51
C -2.85 -1.06 1.67
C -3.59 -1.22 0.48
O -2.94 -1.28 -0.67
H -6.67 -1.41 1.90
H -3.02 -0.66 5.03
H -0.56 -0.64 4.68
H 0.35 -0.96 2.38
Br 3.36 10.02 0.20
C 3.88 8.25 0.57
C 3.58 7.25 -0.34
C 3.96 5.95 -0.08
C 4.62 5.65 1.13
C 4.91 6.67 2.04
C 4.55 7.97 1.76
N 4.92 4.37 1.48
N 4.85 3.36 0.72
C 3.95 2.42 0.70
C 4.21 1.36 -0.24
C 3.28 0.42 -0.54
C 1.98 0.44 0.07
O 1.14 -0.40 -0.37
C 1.73 1.44 1.13
N 0.56 1.37 1.75
C 0.26 2.26 2.68
C 1.14 3.28 3.05
C 2.37 3.33 2.45
C 2.70 2.40 1.45
H 3.03 7.48 -1.24
H 3.73 5.16 -0.77
H 5.43 6.43 2.96
H 4.78 8.77 2.45
H 5.16 1.36 -0.75
H 3.47 -0.33 -1.29
H -0.72 2.17 3.15
H 0.84 4.01 3.79
H 3.09 4.06 2.77
N -0.39 -2.56 -0.64
S -1.35 -3.78 -1.00
C -0.23 -5.02 -1.66
C 0.92 -4.60 -2.30
C 1.78 -5.55 -2.83
C 1.47 -6.90 -2.73
C 0.30 -7.31 -2.11
C -0.57 -6.37 -1.57
C -1.85 -4.55 0.54
C -0.93 -5.11 1.42
C -1.39 -5.61 2.63
C -2.74 -5.55 2.94
C -3.65 -4.99 2.05
C -3.20 -4.50 0.84
H 0.52 -2.83 -0.26
H 1.15 -3.55 -2.38
H 2.70 -5.24 -3.31
H 2.15 -7.64 -3.13
H 0.06 -8.36 -2.03
H -1.48 -6.68 -1.09
H 0.12 -5.15 1.17
H -0.69 -6.06 3.32
H -3.09 -5.94 3.89
H -4.70 -4.95 2.30
H -3.89 -4.07 0.12
N -2.70 -1.70 -3.29
C -1.88 -0.67 -3.54
N -0.99 -0.18 -2.71
C -0.32 0.92 -3.29
C 0.62 1.75 -2.68
C 1.14 2.82 -3.39
C 0.75 3.08 -4.70
C -0.19 2.27 -5.31
C -0.71 1.21 -4.60
S -1.93 0.08 -5.11
H -2.94 -1.86 -2.31
H -3.43 -1.88 -3.95
H 0.92 1.56 -1.68
H 1.85 3.47 -2.90
H 1.16 3.93 -5.23
H -0.51 2.47 -6.33
N -1.68 1.30 -0.57
C -1.63 2.46 -0.66
N -1.68 3.72 -0.76
C -0.76 4.61 -0.51
N 0.02 5.45 -0.30
*
```